(1)
# C57H48N2NiO5SSi

A structure of composition C57H48N2NiO5SSi (ωB97M-V/def2-TZVPD, the OMol25 dataset).

Computed properties:
Maximum force   0.0105 Eh/bohr
Total charge   -2
Gap between HOMO and LUMO (spin up / spin down)   6.42 / 6.42 eV
LUMO energy (spin up / spin down)   3.72 / 3.72 eV
Electronic energy   -4882.76628 Eh

```
115
Properties=species:S:1:pos:R:3:forces:R:3
Ni 0.513 0.193 -0.440 0.16 -0.10 -0.32
O 0.646 -1.620 -0.996 -0.01 0.17 -0.51
C 1.106 -2.051 -2.236 -0.07 0.06 0.11
C 1.488 -0.845 -3.133 0.02 -0.04 0.09
C 2.635 -0.091 -2.547 0.03 -0.18 -0.27
C 3.934 -0.283 -2.998 -0.03 0.01 -0.18
C 4.964 0.402 -2.381 0.02 -0.09 -0.14
C 4.661 1.259 -1.348 -0.08 0.20 0.15
C 3.335 1.406 -0.944 0.12 0.13 0.07
C 3.022 2.367 0.176 -0.04 -0.14 -0.06
C 1.543 2.746 0.379 -0.08 -0.05 -0.14
O 0.799 1.617 0.690 -0.18 0.28 -0.06
C 0.950 3.486 -0.840 0.00 -0.09 0.02
C -0.395 3.849 -0.777 -0.05 0.01 -0.05
C -1.031 4.455 -1.849 0.11 0.02 0.00
C -0.325 4.728 -3.019 0.00 -0.04 0.10
C 1.018 4.395 -3.089 0.00 -0.04 0.13
C 1.649 3.781 -2.006 -0.04 0.10 0.00
C 1.517 3.676 1.614 -0.17 -0.05 0.04
C 1.432 3.089 2.878 -0.05 0.05 0.00
C 1.367 3.872 4.023 0.01 -0.02 -0.07
C 1.394 5.259 3.923 0.00 -0.06 -0.02
C 1.498 5.851 2.671 0.02 -0.08 -0.01
C 1.560 5.063 1.525 0.09 0.01 0.05
N 2.349 0.726 -1.535 0.12 -0.07 0.52
C 2.372 -2.918 -2.064 -0.04 -0.08 0.15
C 2.774 -3.853 -3.015 0.10 0.07 -0.06
C 3.940 -4.593 -2.843 -0.05 0.05 0.01
C 4.722 -4.409 -1.709 -0.08 0.10 0.06
C 4.328 -3.477 -0.753 -0.01 -0.06 -0.09
C 3.164 -2.740 -0.932 -0.02 -0.02 0.07
C 0.021 -2.889 -2.944 -0.08 0.00 0.25
C -0.672 -2.476 -4.075 0.00 -0.02 -0.05
C -1.687 -3.262 -4.619 0.03 -0.01 0.06
C -2.027 -4.470 -4.033 0.05 0.03 0.06
C -1.341 -4.894 -2.896 -0.02 0.06 -0.07
C -0.330 -4.112 -2.365 -0.04 0.02 0.05
H 0.608 -0.200 -3.164 0.00 0.09 -0.09
H 1.744 -1.182 -4.138 0.01 0.00 -0.06
H 4.119 -0.978 -3.807 0.00 0.02 0.02
H 5.989 0.272 -2.708 0.01 -0.03 0.00
H 5.434 1.830 -0.847 -0.02 -0.01 0.02
H 3.637 3.261 0.046 0.05 0.02 0.02
H 3.337 1.893 1.111 0.01 0.04 0.04
H -0.954 3.627 0.123 0.03 0.02 -0.04
H -2.083 4.706 -1.772 0.01 -0.02 0.01
H -0.820 5.192 -3.864 0.00 0.01 0.01
H 1.584 4.605 -3.990 0.02 -0.01 -0.01
H 2.699 3.531 -2.099 -0.01 0.00 0.01
H 1.378 2.008 2.946 0.02 0.07 0.01
H 1.278 3.393 4.993 0.00 0.02 -0.06
H 1.322 5.874 4.813 0.02 -0.03 -0.03
H 1.513 6.930 2.583 0.00 0.02 -0.02
H 1.624 5.540 0.554 -0.03 -0.02 0.00
H 2.167 -4.010 -3.901 0.00 -0.01 0.05
H 4.228 -5.325 -3.590 -0.01 0.03 0.02
H 5.622 -4.996 -1.567 0.00 0.01 0.00
H 4.924 -3.325 0.141 -0.03 -0.01 -0.04
H 2.847 -2.024 -0.180 0.06 -0.08 -0.11
H -0.442 -1.527 -4.546 -0.06 -0.06 0.05
H -2.223 -2.911 -5.493 0.01 0.01 0.03
H -2.832 -5.071 -4.444 0.05 0.01 0.01
H -1.601 -5.833 -2.422 -0.01 0.02 0.01
H 0.195 -4.436 -1.471 -0.04 0.03 -0.07
N 1.697 -1.955 2.102 0.23 -0.12 0.39
C 1.018 -1.807 3.332 0.10 0.00 -0.25
C 0.218 -0.697 3.582 -0.03 0.05 -0.04
C -0.398 -0.532 4.822 0.07 -0.10 0.00
C -0.220 -1.472 5.829 0.06 -0.04 -0.12
C 0.580 -2.586 5.579 -0.06 0.17 -0.05
C 1.193 -2.751 4.347 -0.04 -0.04 0.05
S -1.006 -1.305 7.431 0.02 0.01 -0.10
O -1.856 -2.486 7.545 -0.02 -0.03 0.04
O -1.739 -0.048 7.355 -0.04 0.06 0.05
O 0.099 -1.296 8.386 0.03 0.00 0.04
H 1.821 -2.912 1.811 -0.06 -0.12 0.10
H 1.324 -1.436 1.325 -0.42 0.22 -0.10
H 0.080 0.027 2.782 -0.01 -0.04 0.09
H -1.031 0.326 5.022 0.04 -0.06 -0.03
H 0.717 -3.313 6.371 0.00 -0.01 -0.06
H 1.817 -3.619 4.158 0.01 0.00 0.02
C -3.814 3.651 2.144 0.04 -0.09 -0.05
C -4.407 3.164 0.986 0.11 -0.05 -0.01
C -3.779 2.167 0.240 0.07 0.06 0.10
C -2.543 1.635 0.628 -0.07 0.11 0.06
C -1.959 2.153 1.794 -0.06 -0.04 0.12
C -2.582 3.143 2.546 -0.01 -0.03 -0.11
Si -1.726 0.142 -0.233 0.14 0.04 0.43
C -2.373 -1.301 0.814 0.08 -0.17 0.11
C -1.967 -2.608 0.510 -0.07 -0.05 0.09
C -2.333 -3.687 1.306 0.01 0.05 -0.04
C -3.092 -3.482 2.452 -0.02 0.11 -0.01
C -3.493 -2.194 2.784 0.06 0.01 -0.05
C -3.146 -1.120 1.967 0.00 -0.11 0.00
C -2.628 0.058 -1.906 0.00 -0.07 -0.17
C -2.505 1.130 -2.803 0.04 -0.06 -0.04
C -3.217 1.164 -3.996 0.01 -0.08 0.07
C -4.072 0.115 -4.326 0.04 0.01 0.06
C -4.187 -0.969 -3.465 0.06 -0.01 0.03
C -3.466 -1.000 -2.273 -0.04 0.11 -0.04
H -4.312 4.411 2.736 0.03 0.00 -0.03
H -5.368 3.552 0.665 0.00 0.00 0.00
H -4.270 1.798 -0.656 0.04 -0.02 0.04
H -0.983 1.787 2.104 -0.19 0.05 -0.07
H -2.102 3.518 3.444 -0.02 -0.03 -0.03
H -1.321 -2.767 -0.343 0.01 0.00 -0.02
H -1.997 -4.688 1.047 -0.02 0.07 0.02
H -3.349 -4.312 3.098 0.02 0.00 0.00
H -4.044 -2.018 3.702 0.02 -0.01 -0.07
H -3.462 -0.124 2.257 0.03 -0.06 -0.02
H -1.839 1.956 -2.554 -0.10 -0.09 -0.03
H -3.113 2.011 -4.668 0.01 -0.02 0.03
H -4.648 0.147 -5.246 0.04 -0.02 0.02
H -4.839 -1.799 -3.723 0.04 0.04 0.02
H -3.564 -1.855 -1.610 -0.02 0.07 -0.05
```
Positions in Å, forces in eV/Å.

Results of the Mulliken charge analysis, in e, for atoms 1 through 6:
1. Ni -0.3519
2. O -0.1381
3. C 2.9866
4. C -2.4806
5. C -0.0222
6. C -0.5274

---

(2)
# C57H49BO22P

A cluster of 10 separate species, C57H49BO22P in total (ωB97M-V/def2-TZVPD, the OMol25 dataset).

Computed properties:
Maximum force   0.0144 Eh/bohr
Total charge   -1
Gap between HOMO and LUMO   3.30 eV
LUMO energy   -0.59 eV
Electronic energy   -4222.72712 Eh

```
130
Properties=species:S:1:pos:R:3:forces:R:3
C -5.974 -1.670 -3.178 -0.01 0.06 0.16
C -4.592 -1.418 -3.783 -0.37 0.41 -0.18
O -3.993 -2.664 -4.146 0.14 -0.13 0.55
C -4.689 -0.388 -4.919 -0.05 -0.39 -0.19
P -3.594 -0.636 -6.478 0.63 0.01 0.40
O -4.875 0.261 -7.431 0.22 0.42 0.24
B -5.480 -0.461 -8.357 -0.22 0.03 -0.13
O -6.794 -0.925 -8.159 -0.20 -0.43 0.34
O -4.883 -0.746 -9.602 0.16 -0.64 -0.17
H -6.586 -0.775 -3.247 -0.04 0.12 0.04
H -6.488 -2.451 -3.741 -0.09 -0.07 -0.07
H -5.927 -1.957 -2.126 0.01 -0.22 0.05
H -3.981 -1.000 -2.980 0.38 -0.15 -0.07
H -4.649 -3.234 -4.572 0.21 0.19 -0.12
H -5.717 -0.378 -5.277 -0.09 0.00 -0.22
H -4.493 0.607 -4.519 0.08 0.13 0.03
H -4.319 -1.924 -6.724 -0.03 0.06 -0.07
H -2.843 -0.857 -7.709 -0.07 0.07 0.02
H -2.908 0.628 -6.269 -0.16 0.00 -0.05
H -2.552 -1.330 -5.727 -0.10 0.01 -0.07
H -6.830 -1.881 -8.284 -0.15 0.31 -0.31
H -4.491 -1.629 -9.597 0.03 0.29 -0.10
C -0.640 -0.200 0.680 0.00 -0.02 0.08
C -0.501 0.370 -0.511 -0.08 0.01 -0.10
C -0.909 -0.331 -1.759 -0.04 -0.09 0.04
O -0.770 0.193 -2.840 0.05 -0.01 -0.02
C -1.480 -1.701 -1.620 -0.02 0.17 0.05
C -1.606 -2.267 -0.422 -0.03 -0.04 0.00
C -1.202 -1.564 0.819 0.01 -0.01 -0.04
O -1.317 -2.081 1.914 0.00 -0.01 0.02
H -0.348 0.304 1.593 0.00 0.01 -0.02
H -0.090 1.362 -0.628 0.01 0.00 -0.05
H -1.786 -2.201 -2.530 -0.04 0.04 0.01
H -2.005 -3.267 -0.300 0.02 -0.02 0.00
C -0.548 -3.384 -4.726 -0.01 -0.08 0.12
C 0.284 -3.105 -5.726 0.11 -0.02 -0.04
C 1.653 -3.674 -5.769 -0.11 0.04 0.01
O 2.423 -3.428 -6.673 0.05 -0.02 -0.01
C 2.065 -4.572 -4.653 0.00 0.02 -0.01
C 1.239 -4.853 -3.651 -0.03 -0.02 0.04
C -0.132 -4.280 -3.613 -0.20 0.26 -0.32
O -0.894 -4.525 -2.701 0.07 -0.25 0.21
H -1.556 -2.976 -4.679 -0.01 -0.02 -0.05
H 0.004 -2.454 -6.544 -0.04 0.03 0.01
H 3.070 -4.973 -4.711 0.01 0.02 -0.02
H 1.513 -5.500 -2.827 -0.02 0.00 0.01
C 3.379 3.146 0.117 -0.01 0.00 -0.03
C 4.035 4.302 0.097 -0.06 0.02 -0.03
C 3.630 5.435 0.968 0.07 -0.10 -0.02
O 4.263 6.471 0.964 -0.11 0.06 0.03
C 2.447 5.247 1.844 0.03 0.01 -0.04
C 1.779 4.097 1.859 0.07 0.07 -0.01
C 2.212 2.957 1.009 -0.01 0.06 0.06
O 1.629 1.893 1.059 0.03 -0.03 0.06
H 3.655 2.294 -0.495 -0.04 0.00 0.03
H 4.900 4.477 -0.527 0.01 0.03 0.01
H 2.168 6.092 2.461 0.01 0.01 -0.01
H 0.912 3.920 2.483 0.02 -0.01 -0.06
C -2.429 2.760 4.853 0.04 0.03 -0.01
C -2.943 2.159 5.921 0.04 0.01 0.03
C -2.362 0.899 6.447 0.00 -0.03 -0.03
O -2.822 0.350 7.427 0.01 0.03 0.02
C -1.189 0.330 5.735 -0.03 0.00 0.02
C -0.678 0.930 4.665 -0.01 0.03 -0.01
C -1.258 2.194 4.143 -0.03 -0.10 -0.04
O -0.789 2.735 3.163 -0.06 0.04 0.10
H -2.836 3.677 4.447 0.01 0.00 -0.02
H -3.801 2.550 6.451 -0.01 -0.03 0.01
H -0.788 -0.592 6.135 -0.03 -0.01 0.00
H 0.171 0.534 4.122 -0.01 0.01 -0.02
C -7.768 0.212 5.453 0.03 0.00 0.01
C -8.753 -0.300 6.186 0.01 -0.01 0.03
C -8.495 -0.859 7.538 0.03 0.01 -0.02
O -9.393 -1.325 8.206 -0.02 0.00 0.01
C -7.097 -0.825 8.039 -0.04 0.00 0.00
C -6.109 -0.315 7.309 0.03 0.00 0.01
C -6.371 0.245 5.959 -0.09 -0.06 0.01
O -5.478 0.716 5.288 0.06 0.05 -0.04
H -7.927 0.624 4.465 0.03 0.00 -0.01
H -9.778 -0.336 5.841 -0.01 -0.02 0.02
H -6.935 -1.239 9.027 -0.02 -0.01 0.00
H -5.081 -0.277 7.653 -0.02 0.02 -0.04
C 5.847 -2.444 1.717 0.00 0.01 0.03
C 5.749 -1.713 0.611 -0.06 0.04 -0.03
C 4.632 -0.750 0.416 0.00 -0.02 0.05
O 4.567 -0.074 -0.591 -0.03 0.04 0.00
C 3.617 -0.640 1.496 0.01 -0.09 0.07
C 3.722 -1.375 2.601 0.02 -0.01 0.01
C 4.840 -2.330 2.804 0.00 -0.01 -0.02
O 4.932 -2.993 3.814 0.00 0.02 0.01
H 6.652 -3.149 1.881 0.00 0.00 0.01
H 6.472 -1.780 -0.192 0.00 -0.01 -0.02
H 2.798 0.054 1.350 0.06 0.00 -0.16
H 2.999 -1.318 3.405 0.00 -0.02 0.00
C -4.852 -5.603 -0.960 -0.02 -0.02 -0.01
C -4.771 -5.048 -2.167 0.01 0.00 0.02
C -5.127 -5.819 -3.386 0.10 -0.03 0.06
O -5.055 -5.328 -4.492 -0.16 -0.09 -0.08
C -5.565 -7.230 -3.210 0.00 0.03 -0.01
C -5.645 -7.778 -2.002 0.00 0.01 0.02
C -5.297 -7.006 -0.780 0.01 0.00 -0.03
O -5.375 -7.515 0.319 -0.01 0.00 0.01
H -4.596 -5.066 -0.056 0.00 -0.02 0.01
H -4.438 -4.031 -2.340 0.04 0.00 -0.06
H -5.814 -7.769 -4.115 0.01 0.02 -0.02
H -5.964 -8.801 -1.845 0.00 0.00 0.03
C 8.991 7.576 3.727 0.01 -0.03 -0.03
C 8.339 8.677 4.084 -0.04 0.02 0.00
C 7.022 9.024 3.483 0.04 -0.04 0.00
O 6.433 10.029 3.822 -0.02 0.02 0.00
C 6.465 8.098 2.466 0.06 0.04 0.03
C 7.122 6.999 2.101 0.09 -0.01 0.04
C 8.432 6.649 2.709 -0.07 -0.03 -0.01
O 9.025 5.637 2.397 0.12 0.09 0.09
H 9.947 7.300 4.154 0.00 -0.02 -0.02
H 8.722 9.369 4.824 -0.02 0.02 0.00
H 5.505 8.360 2.044 -0.01 -0.01 0.00
H 6.735 6.309 1.364 0.00 -0.03 -0.01
C 9.463 1.371 0.779 -0.01 -0.02 -0.02
C 8.877 2.532 1.059 -0.01 -0.02 0.02
C 7.619 2.935 0.379 0.04 -0.05 0.02
O 7.080 3.989 0.643 -0.13 -0.03 -0.11
C 7.045 2.002 -0.625 0.04 0.12 0.04
C 7.634 0.845 -0.906 0.11 -0.03 0.00
C 8.888 0.435 -0.221 -0.04 0.08 -0.01
O 9.417 -0.628 -0.469 0.00 -0.05 0.02
H 10.378 1.050 1.260 0.00 -0.02 -0.01
H 9.270 3.237 1.781 -0.02 0.04 -0.02
H 6.128 2.311 -1.109 -0.02 0.00 0.00
H 7.232 0.153 -1.635 -0.01 0.00 0.01
```
Positions in Å, forces in eV/Å.

Results of the Mulliken charge analysis, in e, for atoms 1 through 6:
1. C -1.5921
2. C 1.0109
3. O -0.1303
4. C -1.6667
5. P 0.8249
6. O -0.3594

---

Question: The highest electronic energy belongs to which entry?
Answer: C57H49BO22P